(1)
Computed, not measured: 2 unconnected molecules or ions with the total composition C29H47N6O3S at a distorted geometry, with wB97M-V/def2-TZVPD.

Calculated values
maximum force	8.90	eV/A
DFT total energy	-2084.6535	a.u.
net charge	+1

Cartesian coordinates (Å):
C 3.49173 -1.19446 3.34832
C 4.49482 -1.19244 2.01056
S 4.05779 0.23459 0.81698
C 2.47101 -0.42187 -0.02034
N 1.59498 0.67585 -0.58051
C 0.77461 1.34239 0.51571
N 1.07209 1.33483 1.85967
N -0.54414 2.04993 0.13737
C -1.48791 0.86182 -0.12906
N -2.89975 1.26842 -0.47893
C -2.98768 2.41672 -1.44611
C -3.65936 1.58094 0.79566
C -3.30301 2.86399 1.80470
O -4.72323 0.84177 1.17170
C -0.82984 -0.28753 -1.10625
C -1.79537 -0.80296 -2.32454
O -2.40553 -2.07028 -1.89414
C -3.72605 -1.88399 -1.27868
C -5.02012 -1.19873 -2.02101
C -6.51373 -1.03189 -1.35703
C -7.79607 -0.32867 -2.15328
C -6.73558 -1.61826 0.18989
C -5.44475 -2.29369 1.01001
C -3.94987 -2.43452 0.28508
C -2.73995 -3.12178 1.16118
C -2.99399 -2.83986 2.78473
C -2.46444 -4.70701 0.82321
C 0.67758 0.13449 -1.69709
C 0.60027 1.12967 -3.00668
C 1.86198 2.17142 -2.91269
O 3.10774 1.65408 -3.09277
N 1.78934 3.66600 -2.69339
C 0.50085 4.27440 -3.20020
C 2.11695 4.07118 -1.27344
H 4.14197 -1.55092 4.26407
H 2.53071 -1.85694 3.18865
H 3.18882 -0.07491 3.57112
H 5.61803 -1.14524 2.36400
H 4.30346 -2.24934 1.49551
H 1.83449 -1.01978 0.78243
H 2.84411 -1.21085 -0.80004
H 0.41851 0.80021 2.50158
H 1.91127 1.76151 2.31132
H -0.30401 2.55289 -0.74169
H -1.57749 0.34147 0.94413
H -3.30752 3.45460 -0.95112
H -2.02609 2.63799 -2.07135
H -3.83889 2.15341 -2.24106
H -4.32725 3.15446 2.32427
H -2.88905 3.77768 1.16580
H -2.50405 2.51420 2.61539
H -0.60746 -1.25603 -0.44254
H -2.53829 -0.00892 -2.75239
H -1.07123 -1.08738 -3.23057
H -4.85832 -0.80151 -3.11610
H -8.46914 -1.10430 -2.71461
H -7.36779 0.49774 -2.90071
H -8.44279 0.25456 -1.33684
H -7.81188 -1.53160 0.65948
H -5.69215 -2.68385 2.09206
H -1.74032 -2.54690 0.90277
H -3.77849 -3.61945 3.18160
H -3.38594 -1.71892 2.84327
H -1.94830 -2.88738 3.30987
H -3.35230 -5.40133 1.13932
H -2.10978 -4.86934 -0.29916
H -1.53077 -5.02607 1.49073
H 1.12605 -0.89537 -2.10238
H 0.79736 0.45830 -3.97455
H -0.44653 1.62693 -3.17893
H -0.40778 4.14461 -2.46966
H 0.24935 3.90065 -4.28871
H 0.68618 5.44738 -3.29305
H 2.64371 5.14082 -1.30503
H 2.94966 3.33510 -0.84270
H 1.18991 4.18517 -0.56781
N 9.26065 -0.23968 2.12758
C 8.27305 -0.83754 1.38882
C 8.73556 -2.06708 0.97590
C 10.04605 -2.21855 1.48865
C 10.34374 -1.07671 2.19823
H 9.19949 0.67550 2.55459
H 7.32886 -0.33755 1.21932
H 8.18778 -2.77861 0.37176
H 10.70176 -3.06928 1.35524
H 11.23170 -0.78839 2.74482

The net atomic charges from Mulliken, expressed in e, are: atom 1 (C): -0.71, atom 2 (C): -0.35, atom 3 (S): -0.10, atom 4 (C): -0.48, atom 5 (N): 0.88, atom 6 (C): -0.82, atom 7 (N): -0.02, atom 8 (N): 0.14, atom 9 (C): -0.45, atom 10 (N): 0.74, atom 11 (C): -0.69, atom 12 (C): 0.01, atom 13 (C): -0.78, atom 14 (O): -0.41, atom 15 (C): 0.97, atom 16 (C): -0.46, atom 17 (O): -0.42, atom 18 (C): 0.35, atom 19 (C): -0.52, atom 20 (C): 0.42, atom 21 (C): -1.01, atom 22 (C): -0.65, atom 23 (C): -0.44, atom 24 (C): 0.47, atom 25 (C): 1.11, atom 26 (C): -1.11, atom 27 (C): -1.06, atom 28 (C): -1.24, atom 29 (C): -0.44, atom 30 (C): -0.04, atom 31 (O): -0.56, atom 32 (N): 0.08, atom 33 (C): -0.66, atom 34 (C): -0.62, atom 35 (H): 0.37, atom 36 (H): 0.19, atom 37 (H): 0.11, atom 38 (H): 0.19, atom 39 (H): 0.28, atom 40 (H): 0.17, atom 41 (H): 0.47, atom 42 (H): 0.26, atom 43 (H): 0.35, atom 44 (H): 0.02, atom 45 (H): 0.23, atom 46 (H): 0.28, atom 47 (H): 0.16, atom 48 (H): 0.24, atom 49 (H): 0.34, atom 50 (H): 0.24, atom 51 (H): 0.19, atom 52 (H): -0.24, atom 53 (H): 0.09, atom 54 (H): 0.20, atom 55 (H): 0.27, atom 56 (H): 0.28, atom 57 (H): 0.28, atom 58 (H): 0.30, atom 59 (H): 0.25, atom 60 (H): 0.17, atom 61 (H): -0.52, atom 62 (H): 0.28, atom 63 (H): 0.28, atom 64 (H): 0.30, atom 65 (H): 0.30, atom 66 (H): 0.27, atom 67 (H): 0.31, atom 68 (H): 0.72, atom 69 (H): 0.43, atom 70 (H): 0.28, atom 71 (H): 0.21, atom 72 (H): 0.29, atom 73 (H): 0.30, atom 74 (H): 0.32, atom 75 (H): 0.18, atom 76 (H): 0.23, atom 77 (N): -0.03, atom 78 (C): -0.49, atom 79 (C): -0.49, atom 80 (C): -0.39, atom 81 (C): -0.50, atom 82 (H): 0.21, atom 83 (H): 0.57, atom 84 (H): 0.38, atom 85 (H): 0.38, atom 86 (H): 0.38

---

(2)
Computed, not measured: a molecular structure, C29H47N7P2W at a distorted geometry, with wB97M-V/def2-TZVPD.

Calculated values
energy above the lowest of the compared OMol25 structures with the same formula, charge and spin	0.0	kcal per mole
maximum force	1.02	eV/A
DFT total energy	-2265.9209	a.u.
net charge	+2

Cartesian coordinates (Å):
W 0.91654 1.36424 -0.72893
C 3.12270 0.72155 -1.39008
C 2.49350 1.27539 -2.52751
C 2.25608 2.64042 -2.21891
C 2.72558 2.90221 -0.91615
C 3.26910 1.71018 -0.38663
H 3.42248 -0.30469 -1.31081
H 2.32254 0.79144 -3.47500
H 1.77649 3.33432 -2.88986
H 2.68022 3.84026 -0.38575
H 3.76190 1.60014 0.56577
C -2.98600 2.13155 3.38713
N -1.68705 1.99425 2.73549
C -0.49574 1.92393 3.39731
C 0.47155 1.78794 2.44555
N -0.11562 1.76244 1.21412
C -1.42653 1.89639 1.40996
P -2.59118 2.41591 0.11820
C -2.25434 1.25730 -1.22968
N -1.04059 0.99880 -1.71487
C -1.22179 0.29652 -2.87168
C -2.55741 0.12390 -3.08174
N -3.19871 0.73673 -2.04248
C -4.64989 0.81317 -1.90022
C -1.47796 3.70755 -0.53077
N -0.20179 3.52221 -0.88335
C 0.25008 4.75849 -1.27655
C -0.75213 5.67262 -1.16045
N -1.83870 4.99469 -0.68922
C -3.14148 5.59324 -0.40781
H -3.13544 1.29267 4.06270
H -3.01951 3.06774 3.93977
H -3.76512 2.12610 2.63033
H -0.43870 1.97899 4.47060
H 1.53674 1.70703 2.56802
H -0.38744 -0.04496 -3.45903
H -3.09998 -0.36626 -3.87097
H -5.07302 -0.15755 -2.14563
H -4.89772 1.05688 -0.87123
H -5.04910 1.57247 -2.56948
H 1.25324 4.93504 -1.61442
H -0.78646 6.72731 -1.36818
H -3.09295 6.63977 -0.69257
H -3.91384 5.10062 -0.99363
H -3.36569 5.52066 0.65391
C -0.62378 -1.66879 2.49611
C -0.64687 -2.31958 1.10206
C -1.79542 -1.62296 0.34725
C -1.00629 -3.80364 1.25788
P 0.98014 -1.96303 0.23643
N 0.94545 -0.40231 -0.21548
C 1.13922 -3.03170 -1.27939
C -0.17844 -3.04987 -2.06921
C 2.20077 -2.45168 -2.22450
C 1.49383 -4.48862 -0.94681
C 2.41004 -2.26283 1.40278
C 3.75625 -2.32688 0.65437
C 2.27611 -3.57667 2.18936
C 2.52494 -1.09259 2.39197
H -1.64293 -1.69408 2.88705
H -0.30292 -0.62930 2.45811
H 0.00299 -2.19708 3.21015
H -2.69081 -1.70614 0.96611
H -2.02424 -2.06900 -0.61486
H -1.56928 -0.56716 0.20016
H -1.90116 -3.85979 1.88145
H -0.23828 -4.39814 1.74683
H -1.25262 -4.27484 0.30764
H -0.56264 -2.05121 -2.26878
H -0.95215 -3.63649 -1.57977
H 0.02573 -3.52724 -3.02871
H 1.94655 -1.43549 -2.52549
H 2.21656 -3.07330 -3.12048
H 3.20637 -2.45900 -1.81113
H 0.76845 -4.96105 -0.28669
H 2.48459 -4.60647 -0.51478
H 1.48599 -5.04668 -1.88499
H 3.82933 -3.15010 -0.05104
H 4.53137 -2.48030 1.40570
H 4.00072 -1.39981 0.14132
H 2.21390 -4.45465 1.54835
H 1.43356 -3.58640 2.87458
H 3.17910 -3.68360 2.79324
H 2.49398 -0.13492 1.87505
H 3.48973 -1.17314 2.89382
H 1.75530 -1.10309 3.15906

The net atomic charges from Mulliken, expressed in e, are: atom 1 (W): 1.76, atom 2 (C): 0.19, atom 3 (C): -1.54, atom 4 (C): -0.37, atom 5 (C): -0.47, atom 6 (C): -0.96, atom 7 (H): 0.81, atom 8 (H): 0.62, atom 9 (H): 0.47, atom 10 (H): 0.42, atom 11 (H): 0.58, atom 12 (C): -0.96, atom 13 (N): 0.28, atom 14 (C): -1.11, atom 15 (C): -0.72, atom 16 (N): 0.12, atom 17 (C): 0.20, atom 18 (P): -0.56, atom 19 (C): -0.04, atom 20 (N): 0.04, atom 21 (C): -0.89, atom 22 (C): -0.69, atom 23 (N): 0.28, atom 24 (C): -0.98, atom 25 (C): -0.12, atom 26 (N): 0.52, atom 27 (C): -0.47, atom 28 (C): -1.06, atom 29 (N): 0.15, atom 30 (C): -0.80, atom 31 (H): 0.35, atom 32 (H): 0.35, atom 33 (H): 0.37, atom 34 (H): 0.52, atom 35 (H): 0.72, atom 36 (H): 0.64, atom 37 (H): 0.53, atom 38 (H): 0.37, atom 39 (H): 0.40, atom 40 (H): 0.34, atom 41 (H): 0.53, atom 42 (H): 0.46, atom 43 (H): 0.33, atom 44 (H): 0.34, atom 45 (H): 0.32, atom 46 (C): -1.91, atom 47 (C): 2.75, atom 48 (C): -2.84, atom 49 (C): -1.92, atom 50 (P): -0.59, atom 51 (N): 1.65, atom 52 (C): 2.07, atom 53 (C): -1.94, atom 54 (C): -1.70, atom 55 (C): -1.94, atom 56 (C): 1.81, atom 57 (C): -1.93, atom 58 (C): -1.84, atom 59 (C): -1.29, atom 60 (H): 0.67, atom 61 (H): 0.10, atom 62 (H): 0.38, atom 63 (H): 0.76, atom 64 (H): 0.18, atom 65 (H): 0.67, atom 66 (H): 0.55, atom 67 (H): 0.29, atom 68 (H): 0.37, atom 69 (H): 0.20, atom 70 (H): 0.27, atom 71 (H): 0.66, atom 72 (H): 0.05, atom 73 (H): 0.66, atom 74 (H): 0.29, atom 75 (H): 0.33, atom 76 (H): 0.35, atom 77 (H): 0.54, atom 78 (H): 0.29, atom 79 (H): 0.66, atom 80 (H): 0.28, atom 81 (H): 0.29, atom 82 (H): 0.33, atom 83 (H): 0.54, atom 84 (H): -0.23, atom 85 (H): 0.55, atom 86 (H): 0.35

---

(3)
Computed, not measured: a molecular structure, C29H48BrN3P2PbS at a distorted geometry, with wB97M-V/def2-TZVPD.

Calculated values
energy above the lowest of the compared OMol25 structures with the same formula, charge and spin	37.7	kcal per mole
maximum force	2.96	eV/A
DFT total energy	-5145.2154	a.u.
net charge	+2

Cartesian coordinates (Å):
N 8.68881 5.29079 -0.48223
C 8.87546 3.96953 -0.52386
C 7.80542 3.08362 -0.56612
C 6.47738 3.57634 -0.65382
C 6.31638 4.97598 -0.65302
C 7.47098 5.79956 -0.56627
C 5.35750 2.64759 -0.71364
Pb 2.41989 -1.00656 -0.85397
P -3.82803 -1.54227 -3.40019
C 4.07817 2.89281 -1.05913
C 2.93054 2.15569 -0.64110
C 1.64608 2.43843 -1.13741
C 0.54947 1.68900 -0.77822
C 0.53267 0.93985 0.44916
C 1.83824 0.63393 0.95796
C 3.02126 1.17540 0.37019
Br -1.04604 -0.81255 -1.06077
H 5.62800 1.65796 -0.39242
H 3.90421 3.76726 -1.66563
H 8.00112 2.01914 -0.56359
H 5.32274 5.43187 -0.72171
H 9.90786 3.61464 -0.50357
H 7.34474 6.89508 -0.54996
H 1.48117 3.35293 -1.71663
H 3.98063 1.04666 0.87726
H -0.33186 1.69009 -1.44794
H 2.00497 0.12585 1.92505
P -1.01514 1.01681 1.52969
C -2.10403 -2.06668 -3.78598
C -2.03315 -2.53724 -5.24126
H -1.84494 -2.86742 -3.07780
H -1.42457 -1.21835 -3.57839
H -1.10084 -3.08736 -5.40976
H -2.88905 -3.18962 -5.45245
H -2.07291 -1.67690 -5.92214
C -3.74190 0.28801 -3.30708
C -5.12103 0.84288 -3.65412
H -2.97717 0.63121 -4.01609
H -3.40878 0.56337 -2.29516
H -5.06452 1.90598 -3.88194
H -5.52629 0.33062 -4.52776
H -5.82282 0.70685 -2.83106
C -4.28536 -2.00159 -1.68250
C -5.03313 -3.33412 -1.48638
H -4.91939 -1.16525 -1.32428
H -3.33679 -1.99197 -1.10606
H -5.12602 -3.49959 -0.40369
H -6.04331 -3.32895 -1.92531
H -4.45874 -4.16163 -1.92057
C -2.11274 0.27699 2.84392
C -2.31051 1.10033 4.13021
H -1.75729 -0.73892 3.06655
H -3.08661 0.15147 2.34780
H -1.42683 1.05292 4.78233
H -2.53188 2.15392 3.90434
H -3.17443 0.71582 4.69309
C -2.24106 1.87322 0.47345
C -1.98600 3.31890 0.10501
H -3.20156 1.75975 0.99101
H -2.33189 1.27844 -0.44726
H -1.86427 3.96005 0.97937
H -1.10544 3.42358 -0.53431
H -2.84564 3.68521 -0.46537
C -0.14188 2.29314 2.49077
C 0.80752 1.58332 3.45092
H -0.89584 2.89960 2.98839
H 0.41833 2.90305 1.76527
H 1.84098 1.90815 3.29185
H 0.58391 1.81022 4.49204
H 0.80922 0.48138 3.39508
S 1.40000 -2.28150 1.31454
C 0.59102 -3.73648 1.79812
N 0.91747 -4.91183 1.23790
C 0.40364 -6.20783 1.67927
C -1.01706 -6.00535 2.16317
C -1.11985 -4.92002 3.20612
N -0.35260 -3.74554 2.76741
H 1.70544 -4.86321 0.58970
H 1.04884 -6.63501 2.46714
H 0.44197 -6.88008 0.81565
H -1.42008 -6.94230 2.55176
H -1.62413 -5.71635 1.30330
H -0.75231 -5.24757 4.18906
H -2.16677 -4.61681 3.34077
H -0.52953 -2.84837 3.20331

The net atomic charges from Mulliken, expressed in e, are: atom 1 (N): -0.54, atom 2 (C): -0.35, atom 3 (C): -0.50, atom 4 (C): 0.75, atom 5 (C): -0.45, atom 6 (C): -0.31, atom 7 (C): -0.19, atom 8 (Pb): 0.93, atom 9 (P): -0.17, atom 10 (C): -0.89, atom 11 (C): 1.31, atom 12 (C): -1.01, atom 13 (C): -0.50, atom 14 (C): 1.08, atom 15 (C): -2.52, atom 16 (C): -1.16, atom 17 (Br): -0.44, atom 18 (H): 0.34, atom 19 (H): 0.51, atom 20 (H): 0.35, atom 21 (H): 0.33, atom 22 (H): 0.36, atom 23 (H): 0.35, atom 24 (H): 0.46, atom 25 (H): 0.51, atom 26 (H): 0.88, atom 27 (H): 1.22, atom 28 (P): 0.84, atom 29 (C): 0.03, atom 30 (C): -1.32, atom 31 (H): 0.28, atom 32 (H): 0.05, atom 33 (H): 0.38, atom 34 (H): 0.35, atom 35 (H): 0.31, atom 36 (C): 0.55, atom 37 (C): -1.33, atom 38 (H): 0.42, atom 39 (H): -0.61, atom 40 (H): 0.41, atom 41 (H): 0.38, atom 42 (H): 0.31, atom 43 (C): 0.27, atom 44 (C): -1.29, atom 45 (H): 0.26, atom 46 (H): -0.22, atom 47 (H): 0.37, atom 48 (H): 0.36, atom 49 (H): 0.30, atom 50 (C): -0.20, atom 51 (C): -1.16, atom 52 (H): 0.02, atom 53 (H): 0.58, atom 54 (H): 0.29, atom 55 (H): 0.33, atom 56 (H): 0.45, atom 57 (C): 0.17, atom 58 (C): -1.35, atom 59 (H): 0.65, atom 60 (H): -0.76, atom 61 (H): 0.34, atom 62 (H): 0.28, atom 63 (H): 0.45, atom 64 (C): -0.83, atom 65 (C): -1.79, atom 66 (H): 0.75, atom 67 (H): 0.60, atom 68 (H): 0.34, atom 69 (H): 0.44, atom 70 (H): 0.44, atom 71 (S): -0.52, atom 72 (C): 0.64, atom 73 (N): -0.11, atom 74 (C): -0.60, atom 75 (C): -0.61, atom 76 (C): -0.52, atom 77 (N): -0.05, atom 78 (H): 0.21, atom 79 (H): 0.29, atom 80 (H): 0.39, atom 81 (H): 0.36, atom 82 (H): 0.30, atom 83 (H): 0.33, atom 84 (H): 0.33, atom 85 (H): 0.06